# 1
27
Properties=species:S:1:pos:R:3 method="wB97M-V/def2-TZVPD" charge=-2 e_lumo_ev=5.368 homo_energy_ha=-0.165 e_above_lowest_kcal_mol=58.3 homo_lumo_gap_ha=0.3626
Zn -10.128 0.358 -14.956
Cl -9.758 -2.212 -17.014
P -7.743 2.231 -15.484
P -12.572 1.823 -15.218
P -9.547 -0.687 -12.440
F -7.027 0.881 -14.881
F -6.728 3.134 -14.573
F -8.475 3.523 -16.076
F -9.567 -2.340 -12.382
F -10.800 -0.629 -13.395
F -11.335 1.787 -14.163
F -8.180 -0.765 -11.492
F -13.073 0.456 -14.613
F -8.892 1.273 -16.131
F -11.808 3.123 -15.883
F -11.664 0.954 -16.240
F -13.829 2.023 -16.242
F -8.844 2.161 -14.328
F -13.274 2.782 -14.131
F -10.538 -0.896 -11.143
F -9.664 0.933 -12.356
F -6.926 2.061 -16.853
F -8.745 -0.571 -13.839
O -10.439 -1.633 -15.960
O -9.607 -3.594 -16.672
O -10.491 -2.077 -18.168
O -8.464 -1.530 -17.014



# 2
69
Properties=species:S:1:pos:R:3 method="wB97M-V/def2-TZVPD" charge=+1 e_lumo_ev="-4.342 / -4.414" homo_energy_ha="-0.389 / -0.390" e_above_lowest_kcal_mol=37.8 spin_multiplicity=2 homo_lumo_gap_ha="0.2295 / 0.2276"
Ru -0.024 0.336 -0.037
Cl 4.347 -3.895 -4.066
Cl -7.258 -3.873 -2.119
O -2.110 0.308 -0.864
O 0.753 0.035 -1.782
O -1.329 -1.662 -0.323
N 1.274 -1.117 0.757
N -0.735 0.227 1.815
C 2.520 -1.916 -4.219
C 1.019 -1.350 2.073
C 2.146 -1.795 0.023
C 1.350 -2.375 4.241
C 1.525 -0.868 -2.250
C 1.699 -2.256 2.908
C 1.675 -0.989 -3.652
C -5.536 -1.819 -2.389
C 3.166 -2.655 -2.005
C 3.029 1.512 0.739
C -0.185 5.068 -0.528
C 0.806 2.464 0.927
C 2.288 -1.755 -1.386
C -0.061 -0.605 2.638
C -2.261 -0.941 -0.734
C -5.038 -3.442 -0.662
C -1.824 0.868 2.249
C -4.398 -1.109 -2.054
C 4.195 0.812 1.361
C -0.370 3.610 -0.965
C -3.553 -1.591 -1.059
C 3.279 -2.744 -3.386
C 3.035 1.880 -0.607
C -3.890 -2.747 -0.355
C -0.432 -0.763 4.002
C 1.950 2.519 -1.188
C 0.316 -1.644 4.800
C 1.910 1.834 1.509
C -0.553 3.496 -2.474
C 0.797 2.804 -0.444
C -2.275 0.731 3.555
C -1.567 -0.047 4.444
C -5.850 -2.986 -1.697
H 2.766 -2.527 0.533
H 1.896 -3.073 4.857
H -1.285 3.225 -0.490
H 3.918 1.683 -1.198
H 4.409 1.229 2.343
H 0.005 2.833 1.561
H 0.754 5.466 -0.906
H 3.973 -0.248 1.496
H 2.598 -2.000 -5.291
H -0.179 5.152 0.556
H 0.059 -1.759 5.841
H 2.009 2.809 -2.225
H 1.921 1.642 2.578
H 3.754 -3.319 -1.391
H 0.246 4.003 -3.012
H -0.583 2.444 -2.766
H -1.495 3.958 -2.761
H -6.181 -1.473 -3.182
H 1.090 -0.322 -4.268
H -5.306 -4.330 -0.112
H -3.231 -3.088 0.427
H -1.899 -0.135 5.466
H -4.143 -0.198 -2.574
H -2.339 1.500 1.530
H -3.168 1.252 3.857
H -1.001 5.673 -0.914
H 5.081 0.896 0.738
H 2.500 -2.858 2.512



# 3
14
Properties=species:S:1:pos:R:3 method="wB97M-V/def2-TZVPD" e_lumo_ev=-1.027 homo_energy_ha=-0.375 e_above_lowest_kcal_mol=0.0 homo_lumo_gap_ha=0.3372
I -1.656 -1.533 0.506
S -2.582 1.675 -0.002
F -0.867 -0.405 -1.862
F 0.358 -2.129 -1.393
O -2.906 2.039 1.304
O -1.374 2.304 -0.584
C 0.982 -0.066 -0.479
C -0.160 -0.973 -0.909
C 1.409 -0.283 0.915
H 0.560 0.052 1.541
H 1.817 -0.390 -1.001
H 2.301 0.151 1.402
H 0.695 0.954 -0.562
H 1.425 -1.396 1.123



# 4
14
Properties=species:S:1:pos:R:3 method="wB97M-V/def2-TZVPD" smiles="[H]/N=N/C=O.C=CN" e_lumo_ev=0.245 homo_energy_ha=-0.309 e_above_lowest_kcal_mol=111.8 homo_lumo_gap_ha=0.3184
O -2.436 0.685 0.054
N -1.618 -1.686 -1.678
N 2.055 0.295 0.101
N -0.973 -0.929 -0.965
C -1.371 0.278 -0.368
C -0.012 0.167 1.367
C 0.951 0.867 0.654
H -0.580 0.696 2.114
H 2.477 0.753 -0.692
H 0.184 -0.869 1.616
H -1.019 -2.498 -1.914
H 0.924 1.949 0.623
H 2.055 -0.711 0.042
H -0.637 1.004 -0.954



# 5
45
Properties=species:S:1:pos:R:3 method="wB97M-V/def2-TZVPD" smiles="COc1ccc(S(=O)(=O)N2CCN(C(=O)c3cccc(Cl)c3)CC2)cc1" e_lumo_ev=0.509 homo_energy_ha=-0.338 e_above_lowest_kcal_mol=38.7 homo_lumo_gap_ha=0.3563
Cl 5.794 3.009 0.938
S -1.065 1.380 -0.567
O -1.064 1.987 -1.865
O -0.341 2.038 0.488
O -6.580 0.295 1.206
O 3.291 -2.395 1.526
N -0.515 -0.212 -0.767
N 2.059 -1.167 0.093
C -2.737 1.070 -0.041
C -3.124 1.317 1.264
C 3.216 -1.493 0.713
C -4.419 1.046 1.649
C 5.454 -1.271 -0.374
C 4.517 0.647 0.736
C 5.661 1.363 0.427
C 0.839 -1.853 0.468
C -4.930 0.282 -0.585
C 6.697 0.783 -0.288
C -7.566 -0.212 0.335
C 4.412 -0.676 0.325
C -3.628 0.558 -0.962
C -5.337 0.525 0.728
C 0.621 -0.311 -1.661
C 6.587 -0.538 -0.684
C 1.933 -0.119 -0.904
C -0.319 -0.866 0.522
H 0.497 0.471 -2.410
H 5.372 -2.306 -0.669
H 2.784 -0.157 -1.591
H -7.291 -1.198 -0.051
H 1.910 0.870 -0.428
H 3.725 1.111 1.304
H 7.394 -1.000 -1.233
H -3.291 0.388 -1.972
H 1.007 -2.304 1.449
H -5.617 -0.115 -1.314
H -8.469 -0.301 0.937
H -7.753 0.470 -0.499
H 0.617 -2.656 -0.245
H -4.756 1.229 2.657
H -0.112 -0.105 1.283
H 7.579 1.358 -0.521
H -1.245 -1.386 0.789
H -2.405 1.728 1.954
H 0.600 -1.285 -2.160



# 6
14
Properties=species:S:1:pos:R:3 method="wB97M-V/def2-TZVPD" smiles="O/N=C1/CC[C@H]1O" e_lumo_ev=0.878 homo_energy_ha=-0.355 e_above_lowest_kcal_mol=87.5 homo_lumo_gap_ha=0.3872
O 2.078 1.445 0.238
O -1.026 1.626 0.782
N 1.892 0.133 -0.216
C 0.655 -0.103 -0.360
C -0.682 0.619 -0.121
C -0.086 -1.403 -0.686
C -1.246 -0.763 0.189
H -0.217 -1.517 -1.772
H -0.513 1.558 1.589
H 3.037 1.534 0.311
H -2.351 -0.811 0.258
H -0.924 -0.999 1.206
H 0.366 -2.330 -0.313
H -0.982 1.009 -1.106



# 7
66
Properties=species:S:1:pos:R:3 method="wB97M-V/def2-TZVPD" smiles="Cc1ccc(-c2nnn(CC(=O)N(Cc3ccc(F)cc3)[C@@H](C(=O)NC3CCCC3)c3ccncc3)n2)o1" e_lumo_ev=0.618 homo_energy_ha=-0.305 e_above_lowest_kcal_mol=0.0 homo_lumo_gap_ha=0.3277
F 1.133 3.867 3.720
O 5.062 1.173 -4.629
O -1.120 -2.129 2.356
O -0.688 -1.922 -1.936
N 3.064 -1.554 -3.254
N -3.105 -1.249 1.753
N 2.607 -0.196 -1.602
N -1.449 3.575 0.404
N 0.122 -1.167 0.028
N 2.430 -1.389 -2.115
N 3.373 0.458 -2.398
C 1.621 1.423 1.108
C 1.191 -1.047 1.016
C 1.154 2.684 3.071
C -4.565 -0.726 3.675
C -0.945 1.522 -0.694
C 0.729 1.550 3.737
C 5.682 0.000 -6.414
C -5.023 -2.709 2.295
C 1.608 2.639 1.764
C -6.288 -1.871 2.462
C 5.781 1.200 -5.764
C 3.661 -0.373 -3.423
C -1.310 0.794 0.435
C 0.237 -1.806 -1.152
C -1.222 -0.717 0.376
C 4.846 -0.814 -5.624
C 1.604 -2.401 -1.529
C 6.517 2.444 -6.105
C 0.742 0.341 3.065
C -1.757 1.501 1.544
C 4.492 -0.049 -4.541
C -3.882 -1.823 2.832
C 1.171 0.271 1.746
C -1.780 -1.438 1.610
C -1.029 2.903 -0.654
C -6.035 -1.137 3.775
C -1.802 2.886 1.473
H 7.223 2.695 -5.314
H -0.751 3.502 -1.510
H 1.982 1.360 0.093
H 2.148 -1.113 0.502
H 0.404 -0.556 3.563
H -6.381 -1.153 1.645
H 1.431 -3.153 -2.303
H -2.044 0.996 2.453
H 2.101 -2.865 -0.673
H -4.100 -0.615 4.653
H 6.148 -0.265 -7.341
H -4.842 -3.005 1.263
H -0.601 1.015 -1.582
H 0.397 1.621 4.761
H -7.190 -2.480 2.488
H -3.603 -0.677 1.088
H -2.137 3.472 2.318
H 1.090 -1.862 1.740
H 1.942 3.542 1.281
H -5.097 -3.613 2.899
H 5.823 3.277 -6.208
H -1.840 -1.042 -0.477
H -6.176 -1.823 4.611
H -4.484 0.230 3.154
H -3.170 -2.406 3.421
H 4.538 -1.822 -5.812
H 7.056 2.309 -7.038
H -6.693 -0.282 3.916



# 8
99
Properties=species:S:1:pos:R:3 method="wB97M-V/def2-TZVPD" smiles="CCOCCO[C@]1(CCCC(=O)O)OS(=O)(=O)O[C@]1(CC(=O)Cl)[C@H](Br)CC.COCCNCCOC.COCCNCCOC" e_lumo_ev=0.214 homo_energy_ha=-0.316 homo_lumo_gap_ha=0.3240
Br 1.069 2.218 4.483
Cl 0.631 -1.633 0.213
S -0.810 2.406 -0.256
O 4.788 1.872 -3.641
O 3.793 -3.434 -1.671
O 3.720 -4.799 -6.073
O -0.331 1.222 0.703
O -2.115 2.874 -0.024
O 0.181 3.476 0.343
O 4.737 4.047 -3.047
O -8.740 1.016 -0.224
O 1.802 3.770 1.834
O -6.674 0.288 3.822
O 0.345 -1.479 2.798
O -0.487 1.997 -1.569
O 4.241 3.199 3.840
N 2.461 -5.667 -3.489
N -6.336 -0.477 0.767
C 4.755 -5.761 -6.025
C -0.111 2.140 2.909
C 2.414 -3.733 -1.794
C 4.067 2.984 2.466
C 1.529 0.421 1.905
C 4.470 -3.162 -2.883
C 1.360 2.831 0.932
C 2.104 -5.183 -2.156
C -2.665 2.070 3.029
C 4.159 2.991 -3.120
C 2.742 2.762 -2.653
C -6.550 -1.010 3.271
C -1.361 1.312 3.270
C 0.783 -0.891 1.830
C 5.818 1.317 4.054
C 2.253 2.399 -0.209
C -7.604 -1.056 0.342
C 3.193 4.065 1.872
C -8.004 2.149 -0.644
C 1.804 -4.967 -4.586
C 2.487 3.448 -1.295
C -8.262 -0.222 -0.736
C -7.709 1.087 3.281
C -5.758 -1.077 1.968
C 5.509 2.782 4.313
C 0.672 1.656 1.679
C 2.409 -5.332 -5.925
H -6.467 0.511 0.933
H 5.505 2.941 5.379
H 1.035 -5.358 -2.002
H 2.404 -6.415 -6.077
H -7.420 -2.060 -0.051
H -0.417 3.159 2.774
H 6.698 1.048 4.618
H 2.310 0.362 1.158
H -2.523 3.136 3.119
H 5.670 -5.274 -6.360
H 6.272 3.392 3.836
H 3.574 4.412 0.923
H 1.991 -3.551 -0.803
H -9.135 -0.768 -1.105
H 6.084 1.160 3.017
H 2.633 -5.816 -1.440
H 5.038 3.087 1.976
H 3.286 4.898 2.551
H -7.359 1.670 2.425
H 2.114 3.201 -3.413
H -1.323 1.134 4.330
H -8.319 -1.144 1.170
H 4.334 1.656 -4.461
H 5.310 -2.505 -2.652
H 2.016 0.418 2.866
H 1.927 -3.018 -2.468
H 3.379 4.011 -1.079
H -7.533 -1.489 3.192
H 3.215 2.021 0.111
H 3.825 -2.659 -3.608
H 1.754 1.561 -0.675
H 0.744 -5.236 -4.593
H 1.796 -4.883 -6.711
H -7.585 -0.065 -1.581
H -3.365 1.810 3.812
H 1.660 4.125 -1.423
H -8.016 1.794 4.052
H -8.578 0.491 2.992
H 4.548 -6.604 -6.689
H 4.985 0.667 4.282
H 4.921 -6.135 -5.009
H 4.881 -4.073 -3.325
H -8.581 3.032 -0.373
H -1.380 0.340 2.809
H -5.990 -1.586 4.013
H 2.601 1.693 -2.604
H 3.462 -5.590 -3.603
H -4.804 -0.572 2.140
H 1.874 -3.876 -4.483
H -7.029 2.213 -0.148
H -3.139 1.805 2.097
H -5.525 -2.124 1.752
H 3.712 1.986 2.228
H -7.857 2.150 -1.727



# 9
17
Properties=species:S:1:pos:R:3 method="wB97M-V/def2-TZVPD" smiles="CO/C=C(/C)NC=S" e_lumo_ev=0.643 homo_energy_ha=-0.304 e_above_lowest_kcal_mol=94.2 homo_lumo_gap_ha=0.3276
S -2.329 -1.324 -0.502
O 0.830 -1.232 0.697
N -1.219 0.564 0.729
C -2.245 -0.283 0.665
C 1.345 -2.198 -0.209
C -0.028 0.825 0.077
C 0.078 2.220 -0.657
C 1.030 0.005 0.238
H 1.212 -3.124 0.414
H -0.944 2.457 -0.954
H 0.857 -2.342 -1.150
H 2.082 -0.157 -0.198
H -1.560 1.420 1.326
H 1.062 2.318 -1.244
H 0.440 3.048 0.038
H -3.070 -0.037 1.301
H 2.457 -2.162 -0.570



# 10
16
Properties=species:S:1:pos:R:3 method="wB97M-V/def2-TZVPD" smiles=CC1(C#N)CCC1 e_lumo_ev=0.873 homo_energy_ha=-0.387 e_above_lowest_kcal_mol=64.0 homo_lumo_gap_ha=0.4190
N -2.069 -1.231 1.120
C 0.070 1.072 1.251
C -0.098 -0.329 -0.306
C -0.127 1.206 -0.261
C 0.019 -1.024 -1.644
C -1.250 -0.740 0.479
C 0.908 -0.398 0.854
H -0.945 1.139 1.736
H 0.751 1.699 -0.689
H 0.646 1.790 1.795
H 0.034 -2.112 -1.548
H 1.902 -0.573 0.356
H -1.050 1.641 -0.665
H -0.858 -0.744 -2.237
H 0.911 -0.676 -2.178
H 0.855 -1.094 1.692



# 11
38
Properties=species:S:1:pos:R:3 method="wB97M-V/def2-TZVPD" smiles=CCCCCCCn1nc(C)c(N)c1C e_lumo_ev=0.863 homo_energy_ha=-0.266 e_above_lowest_kcal_mol=0.0 homo_lumo_gap_ha=0.2976
N 2.117 -1.338 0.493
N 3.842 0.147 3.356
N 1.092 -0.946 1.306
C -0.335 -1.271 1.035
C 0.748 0.297 3.544
C 4.574 -1.293 0.509
C -2.799 1.736 -2.348
C 1.588 -0.347 2.482
C -0.737 -0.843 -0.378
C 2.963 -0.412 2.440
C 3.226 -1.055 1.117
C -2.181 0.385 -2.837
C -2.252 -0.793 -0.546
C -2.738 -0.806 -2.014
C -2.579 2.855 -3.338
H 3.519 0.714 4.114
H -0.990 -0.748 1.762
H 4.823 0.275 3.074
H -3.075 3.730 -2.915
H -1.104 0.374 -2.829
H 0.065 0.998 3.008
H -2.387 2.050 -1.397
H 5.074 -2.123 0.976
H -3.857 -0.770 -2.036
H 1.378 0.818 4.251
H 0.144 -0.416 4.131
H -0.334 0.139 -0.599
H -0.314 -1.581 -1.102
H -2.562 0.139 -0.048
H 5.216 -0.416 0.578
H 4.496 -1.506 -0.562
H -2.784 -1.607 -0.058
H -3.000 2.699 -4.323
H -2.451 -1.784 -2.496
H -3.863 1.645 -2.229
H -0.504 -2.312 1.160
H -1.504 3.063 -3.393
H -2.516 0.305 -3.889



# 12
13
Properties=species:S:1:pos:R:3 method="wB97M-V/def2-TZVPD" e_lumo_ev="-0.026 / 0.102" homo_energy_ha="-0.264 / -0.267" e_above_lowest_kcal_mol=131.7 homo_lumo_gap_ha="0.2632 / 0.2705"
S -0.344 1.285 2.170
N 0.280 -1.422 -0.199
C 0.132 1.211 0.688
C 0.483 2.092 -0.395
C -0.911 -1.632 0.655
C 0.761 -1.932 -1.204
H -0.430 2.007 -1.034
H 1.378 1.662 -1.079
H -1.217 -2.730 0.516
H -0.582 -1.264 1.580
H 0.684 3.244 -0.135
H 1.524 -1.505 -1.812
H -1.759 -1.017 0.249